[1]
C17H25CaN3O4S3Se | the ωB97M-V functional and the def2-TZVPD basis

The geometry in ORCA input format:
```
! RIJCOSX wB97M-V def2-TZVPD def2/J DEFGRID3
* xyz -2 1
Ca 1.604 -0.065 1.281
N 1.414 -0.617 3.465
C 1.721 -0.283 4.546
N 2.022 -0.053 5.779
C 2.263 1.083 6.393
N 2.485 2.037 7.026
C -2.358 -6.498 -1.634
C -2.003 -5.097 -1.190
C -1.157 -4.869 -0.115
C -0.836 -3.584 0.328
C 0.130 -3.434 1.471
C -1.401 -2.463 -0.309
Se -1.157 -0.691 0.359
C -2.228 -2.683 -1.430
C -2.810 -1.523 -2.198
C -2.517 -3.983 -1.845
H -1.804 -7.242 -1.056
H -2.126 -6.659 -2.692
H -3.425 -6.704 -1.503
H -0.716 -5.720 0.402
H 0.436 -4.412 1.849
H -0.290 -2.845 2.287
H 1.029 -2.920 1.138
H -2.013 -0.889 -2.594
H -3.411 -0.879 -1.550
H -3.427 -1.883 -3.028
H -3.164 -4.125 -2.710
C -2.237 2.112 -2.182
C -1.491 3.366 -1.728
C -0.894 3.236 -0.327
S 0.616 2.277 -0.322
O 0.876 2.016 1.170
C 1.779 3.580 -0.817
C 2.509 4.193 0.372
C 1.708 5.215 1.176
H -2.624 2.231 -3.200
H -3.077 1.898 -1.515
H -1.591 1.229 -2.150
H -2.154 4.233 -1.737
H -0.692 3.592 -2.444
H -1.542 2.677 0.352
H -0.647 4.201 0.118
H 1.206 4.305 -1.405
H 2.491 3.063 -1.456
H 3.424 4.643 -0.020
H 2.830 3.383 1.027
H 1.260 5.977 0.525
H 2.349 5.727 1.899
H 0.907 4.730 1.742
O 3.566 0.712 0.918
S 3.786 -0.242 -0.233
O 2.568 -1.131 -0.225
O 4.995 -1.011 -0.052
S 3.819 0.788 -1.955
*
```

Summary:
- F_max: 2.7 eV Å⁻¹
- Kohn-Sham gap: 0.22003 Ha
- E_tot: -146991.370 eV
- Energy relative to the best compared isomer or geometry (same formula, charge and spin): 15.1 kcal/mol
- LUMO level: 4.0989 eV



[2]
C22H28FN3S | the ωB97M-V functional and the def2-TZVPD basis

The geometry in ORCA input format:
```
! RIJCOSX wB97M-V def2-TZVPD def2/J DEFGRID3
* xyz 0 1
H -2.031 5.112 -1.396
N -1.175 4.625 -1.102
C -0.571 4.278 -2.179
C 0.796 3.524 -2.203
C 0.500 2.014 -1.845
C 0.311 1.133 -3.010
C 0.007 -0.294 -2.815
C -0.209 -1.227 -4.065
C -1.082 -0.431 -5.135
C -0.076 -0.763 -1.444
C 0.100 0.107 -0.249
C 0.399 1.526 -0.448
C 0.581 2.578 0.687
C 1.323 2.056 1.967
F 0.390 2.018 3.059
N -0.027 -0.442 1.089
C -1.453 -0.678 1.504
C -2.509 0.147 0.693
C -1.527 -0.493 3.084
C -2.618 0.520 3.591
C 0.808 -1.601 1.299
C 1.753 -1.744 2.408
C 2.576 -2.951 2.573
C 2.477 -4.088 1.659
N 3.272 -5.297 1.844
C 1.540 -3.963 0.523
C 0.751 -2.758 0.362
S -0.397 -2.529 -1.049
H -1.040 4.540 -3.163
H 1.578 3.966 -1.537
H 1.203 3.576 -3.249
H 0.413 1.538 -4.040
H -0.879 -2.060 -3.709
H 0.743 -1.617 -4.497
H -1.991 0.016 -4.655
H -0.480 0.391 -5.602
H -1.463 -1.110 -5.950
H -0.445 2.966 0.954
H 1.143 3.490 0.340
H 2.147 2.738 2.321
H 1.772 1.035 1.826
H -1.672 -1.768 1.291
H -2.593 -0.177 -0.385
H -2.293 1.253 0.673
H -3.541 -0.005 1.123
H -0.526 -0.103 3.421
H -1.614 -1.521 3.530
H -2.389 0.758 4.665
H -2.648 1.488 3.035
H -3.627 0.023 3.582
H 1.871 -0.901 3.136
H 3.291 -3.036 3.428
H 3.566 -5.377 2.822
H 4.153 -5.127 1.338
H 1.468 -4.824 -0.190
*
```

Summary:
- F_max: 3.4 eV Å⁻¹
- SMILES: [H]/N=C/Cc1cc(CC)c2c(c1CCF)N([C@H](C)CC)c1ccc(N)cc1S2
- Kohn-Sham gap: 0.31789 Ha
- E_tot: -41288.259 eV
- LUMO level: 0.6998 eV



[3]
C3H4NO | the ωB97M-V functional and the def2-TZVPD basis

The geometry in ORCA input format:
```
! RIJCOSX wB97M-V def2-TZVPD def2/J DEFGRID3
* xyz 1 1
C 1.041 0.906 0.568
C 0.532 0.179 1.616
O -0.179 -0.811 1.230
C -0.240 -0.862 -0.237
N -0.010 0.677 -0.449
H -1.233 -1.088 -0.424
H 0.726 -1.288 -0.550
H -0.829 1.246 -0.291
H 0.193 1.041 -1.463
*
```

Summary:
- F_max: 4.5 eV Å⁻¹
- SMILES: C1#COC[NH2+]1
- Kohn-Sham gap (spin up / spin down): 0.29595 / 0.29857 Ha
- E_tot: -6698.457 eV
- Energy relative to the best compared isomer or geometry (same formula, charge and spin): 143.3 kcal/mol
- LUMO level (spin up / spin down): -7.1442 / -7.2285 eV



[4]
C46H47As2N7O9RuS2 | the ωB97M-V functional and the def2-TZVPD basis

The geometry in ORCA input format:
```
! RIJCOSX wB97M-V def2-TZVPD def2/J DEFGRID3
* xyz 1 6
Ru 0.053 -0.419 -0.134
C -3.885 1.930 -1.744
C -3.105 0.880 -0.998
N -2.016 1.188 -0.271
N -1.874 2.476 -0.020
C -0.844 2.763 0.778
S 0.447 1.765 1.148
S -0.819 4.388 1.461
C -2.581 4.592 1.902
C -2.977 3.772 3.102
C -3.039 4.365 4.358
C -3.390 3.625 5.480
C -3.687 2.275 5.357
C -3.634 1.674 4.105
C -3.282 2.415 2.986
C -3.548 -0.462 -0.986
C -4.658 -0.834 -1.811
C -5.322 -2.002 -1.638
C -4.928 -2.889 -0.593
C -3.863 -2.612 0.197
C -3.073 -1.423 0.010
O -2.030 -1.264 0.699
H -3.459 2.912 -1.569
H -4.929 1.932 -1.429
H -3.856 1.726 -2.816
H -3.175 4.360 1.021
H -2.671 5.657 2.115
H -2.807 5.419 4.462
H -3.436 4.106 6.449
H -3.970 1.699 6.229
H -3.879 0.623 3.995
H -3.261 1.931 2.017
H -4.971 -0.159 -2.596
H -6.155 -2.257 -2.279
H -5.485 -3.806 -0.438
H -3.541 -3.296 0.972
C 0.293 -2.995 2.059
N 0.156 -1.553 2.153
C 1.191 -0.924 2.956
C 2.396 -0.770 2.082
N 2.315 -0.580 0.791
C 3.636 -0.425 0.346
C 4.149 -0.168 -0.924
C 5.519 -0.059 -1.049
C 6.375 -0.189 0.058
C 5.880 -0.431 1.323
C 4.498 -0.544 1.435
N 3.672 -0.767 2.530
C 0.003 -3.539 0.695
N -0.094 -2.865 -0.417
C -0.264 -3.832 -1.417
C -0.412 -3.708 -2.796
C -0.581 -4.857 -3.543
C -0.600 -6.125 -2.943
C -0.452 -6.270 -1.578
C -0.287 -5.103 -0.842
N -0.111 -4.880 0.513
H -0.332 -3.517 2.791
H 1.329 -3.261 2.288
H -0.783 -1.282 2.412
H 1.442 -1.477 3.868
H 0.843 0.066 3.254
H 3.499 -0.057 -1.775
H 5.940 0.131 -2.028
H 7.443 -0.093 -0.083
H 6.534 -0.527 2.180
H 3.960 -0.879 3.486
H -0.384 -2.744 -3.269
H -0.697 -4.779 -4.617
H -0.734 -7.003 -3.561
H -0.464 -7.244 -1.108
H -0.068 -5.579 1.235
C -1.864 4.259 -6.183
O -0.969 3.785 -5.160
C -1.334 2.648 -4.564
O -2.373 2.090 -4.823
C -0.412 2.251 -3.433
C 0.726 2.927 -3.210
As 1.859 2.959 -4.820
C 3.548 3.508 -3.984
C 2.091 0.974 -4.459
C 1.294 0.115 -3.831
As -0.352 0.441 -2.708
C -1.640 -0.564 -3.790
C 1.742 -1.300 -3.616
O 1.826 -1.760 -2.500
O 1.978 -1.975 -4.732
C 2.597 -3.266 -4.547
C 3.429 0.513 -4.965
O 4.195 -0.195 -4.366
O 3.691 1.059 -6.159
C 4.974 0.721 -6.720
C 1.497 2.824 -1.924
O 2.012 1.812 -1.527
O 1.668 3.963 -1.255
C 0.946 5.157 -1.618
H -1.487 5.236 -6.466
H -2.876 4.332 -5.796
H -1.852 3.584 -7.036
H 3.465 4.560 -3.711
H 4.335 3.411 -4.730
H 3.802 2.919 -3.104
H -1.118 -1.014 -4.632
H -2.416 0.093 -4.159
H -2.076 -1.332 -3.158
H 2.615 -3.720 -5.531
H 2.020 -3.870 -3.851
H 3.607 -3.120 -4.169
H 5.031 1.257 -7.660
H 5.036 -0.352 -6.885
H 5.773 1.028 -6.048
H 1.599 5.991 -1.382
H 0.041 5.212 -1.016
H 0.686 5.175 -2.675
*
```

Summary:
- F_max: 1.0 eV Å⁻¹
- Kohn-Sham gap (spin up / spin down): 0.24617 / 0.20726 Ha
- E_tot: -223244.714 eV
- Energy relative to the best compared isomer or geometry (same formula, charge and spin): 75.8 kcal/mol
- LUMO level (spin up / spin down): -2.8038 / -4.2940 eV



[5]
C2H2O2 | the ωB97M-V functional and the def2-TZVPD basis

The geometry in ORCA input format:
```
! RIJCOSX wB97M-V def2-TZVPD def2/J DEFGRID3
* xyz 0 1
O 0.579 -1.806 0.322
C 0.233 -0.774 -0.038
C -0.075 0.571 0.195
O -0.411 -0.204 -1.007
H 0.748 1.248 0.105
H -1.073 0.964 0.422
*
```

Summary:
- F_max: 4.2 eV Å⁻¹
- SMILES: O=C1CO1
- Kohn-Sham gap: 0.42258 Ha
- E_tot: -6199.186 eV
- Energy relative to the best compared isomer or geometry (same formula, charge and spin): 20.0 kcal/mol
- LUMO level: 0.8176 eV



[6]
C51H60CaFN5O12Se | the ωB97M-V functional and the def2-TZVPD basis

The geometry in ORCA input format:
```
! RIJCOSX wB97M-V def2-TZVPD def2/J DEFGRID3
* xyz -2 1
Ca 0.567 1.555 -1.464
C -1.705 6.456 4.283
C -2.016 4.952 4.286
C -1.251 4.312 5.448
C -3.516 4.723 4.532
C -1.636 4.358 2.938
C -0.651 3.395 2.773
C -0.451 2.817 1.541
Se 0.847 1.420 1.306
C -0.473 0.027 1.363
C -0.944 -0.355 2.599
C -1.903 -1.351 2.718
C -2.431 -1.837 1.522
C -2.005 -1.454 0.261
C -0.890 -0.554 0.130
O -0.284 -0.289 -0.948
C -2.828 -1.933 -0.935
C -4.235 -1.323 -0.809
C -2.265 -1.503 -2.289
C -2.935 -3.469 -0.938
C -2.359 -1.903 4.064
C -2.086 -3.415 4.099
C -1.598 -1.272 5.233
C -3.859 -1.654 4.279
C -1.215 3.137 0.382
O -1.125 2.405 -0.648
C -2.069 4.279 0.519
C -2.279 4.800 1.781
C -2.737 4.980 -0.661
C -4.260 4.786 -0.598
C -2.237 4.483 -2.017
C -2.395 6.479 -0.579
H -1.934 6.904 5.252
H -2.280 6.970 3.517
H -0.651 6.605 4.061
H -1.603 4.729 6.394
H -0.186 4.510 5.360
H -1.409 3.237 5.468
H -3.822 5.136 5.495
H -3.728 3.656 4.527
H -4.114 5.187 3.752
H -0.032 3.056 3.594
H -0.518 0.138 3.462
H -3.233 -2.562 1.583
H -4.161 -0.239 -0.855
H -4.708 -1.594 0.134
H -4.878 -1.661 -1.623
H -2.151 -0.424 -2.337
H -2.942 -1.830 -3.083
H -1.283 -1.939 -2.450
H -3.473 -3.847 -0.070
H -1.940 -3.907 -0.938
H -3.468 -3.805 -1.828
H -1.028 -3.597 3.927
H -2.647 -3.934 3.326
H -2.362 -3.837 5.068
H -0.531 -1.443 5.121
H -1.924 -1.715 6.176
H -1.777 -0.201 5.277
H -4.448 -2.119 3.492
H -4.063 -0.586 4.267
H -4.187 -2.061 5.238
H -2.989 5.610 1.879
H -4.501 3.731 -0.707
H -4.751 5.334 -1.403
H -4.660 5.135 0.352
H -2.481 3.436 -2.172
H -1.156 4.577 -2.077
H -2.686 5.075 -2.819
H -2.882 6.964 0.265
H -2.704 6.993 -1.491
H -1.319 6.592 -0.464
O 1.937 1.850 -4.830
C 1.261 2.389 -3.955
O 0.246 1.909 -3.398
C 1.617 3.838 -3.589
C 1.952 4.687 -4.593
C 2.266 6.051 -4.351
C 2.260 6.518 -3.040
C 1.921 5.682 -1.998
C 1.575 4.269 -2.200
O 1.313 3.530 -1.254
N 1.919 6.234 -0.697
O 2.585 7.257 -0.507
O 1.263 5.713 0.188
N 2.575 6.915 -5.395
O 2.908 8.078 -5.137
O 2.515 6.512 -6.561
H 1.999 4.311 -5.605
H 2.492 7.554 -2.829
C 6.016 -4.161 -2.748
C 5.852 -3.764 -1.276
N 4.627 -3.054 -1.021
C 4.605 -1.676 -1.216
C 3.638 -0.879 -0.748
C 3.658 0.616 -1.221
O 4.777 1.114 -1.323
O 2.551 1.074 -1.517
C 2.610 -1.454 0.112
O 2.023 -0.865 1.017
C 2.399 -2.886 -0.147
C 1.182 -3.503 0.193
C 1.025 -4.849 -0.020
F -0.152 -5.476 0.297
C 2.037 -5.652 -0.549
C 3.262 -5.043 -0.869
C 3.448 -3.670 -0.685
N 1.788 -7.054 -0.721
C 2.879 -7.963 -0.586
C 3.597 -8.257 -1.926
N 2.571 -8.702 -2.909
C 1.520 -7.656 -3.097
C 0.843 -7.442 -1.732
H 6.947 -4.704 -2.899
H 6.020 -3.270 -3.369
H 5.184 -4.783 -3.068
H 6.675 -3.101 -0.998
H 5.901 -4.643 -0.624
H 5.425 -1.264 -1.781
H 0.390 -2.898 0.612
H 4.079 -5.643 -1.236
H 2.516 -8.919 -0.178
H 3.595 -7.544 0.120
H 4.349 -9.038 -1.809
H 4.062 -7.350 -2.312
H 2.105 -9.535 -2.523
H 3.006 -8.953 -3.803
H 0.808 -7.997 -3.851
H 1.991 -6.731 -3.430
H 0.347 -8.376 -1.435
H 0.076 -6.673 -1.824
*
```

Summary:
- F_max: 2.7 eV Å⁻¹
- Kohn-Sham gap: 0.05408 Ha
- E_tot: -172381.319 eV
- LUMO level: 0.4857 eV



What is the F_max in the sixth record? 2.7 eV Å⁻¹